Record 1
{"formula": "C7H23BrN7O4V", "method": "ωB97M-V/def2-TZVPD", "relative_energy_ev": 5.394, "orbital_gap_ev": [2.739, 3.327], "multiplicity": 4, "lumo_ev": [-8.48, -7.90], "energy_ev": -121972.947, "charge": 1, "s2": 3.79, "symbols": ["V", "Br", "C", "O", "N", "N", "H", "H", "H", "H", "C", "O", "N", "N", "H", "H", "H", "H", "C", "O", "N", "N", "H", "H", "H", "H", "C", "C", "C", "O", "C", "N", "H", "H", "H", "H", "H", "H", "H", "H", "H", "H", "H"], "coordinates": [[-3.661, 2.027, 2.420], [-2.124, 0.140, 1.262], [-3.482, 1.294, -2.519], [-3.829, 1.528, -3.663], [-3.647, 0.218, -1.842], [-2.597, 2.034, -1.918], [-3.594, 0.190, -0.833], [-4.465, -0.144, -2.310], [-2.542, 1.846, -0.927], [-2.017, 2.761, -2.311], [0.206, 3.872, -0.157], [-0.870, 4.244, -0.625], [1.316, 4.586, -0.238], [0.372, 2.806, 0.499], [1.216, 5.519, -0.612], [2.167, 4.367, 0.260], [1.259, 2.530, 0.896], [-0.367, 2.165, 0.749], [0.310, -0.952, -2.818], [1.257, -1.372, -3.418], [0.230, -0.630, -1.524], [-0.865, -0.733, -3.382], [0.955, -1.064, -0.971], [-0.633, -0.301, -1.115], [-1.054, -0.919, -4.356], [-1.455, -0.011, -2.994], [2.406, -1.811, 3.338], [1.137, -1.345, 2.520], [0.974, -2.008, 1.179], [2.201, -1.897, 0.406], [2.875, -3.136, 0.206], [-0.051, -1.459, 3.317], [3.317, -1.722, 2.746], [2.440, -2.824, 3.739], [2.571, -1.058, 4.108], [1.292, -0.300, 2.252], [0.068, -1.650, 0.690], [0.678, -3.040, 1.367], [2.969, -3.652, 1.162], [3.858, -2.849, -0.168], [2.337, -3.779, -0.491], [-0.389, -2.411, 3.340], [-0.769, -1.057, 2.732]], "forces_ev_per_angstrom": [[1.480, -1.500, -1.152], [-1.722, 1.961, 1.001], [2.006, 3.546, -4.167], [-1.036, -0.665, -0.159], [-3.634, -5.052, 1.161], [2.680, 3.137, 2.833], [-0.122, -0.139, -0.380], [-0.385, -1.518, 0.811], [0.901, 0.582, -0.283], [-0.525, 0.137, 0.059], [-1.344, 3.552, -1.843], [-0.669, -0.107, -0.136], [1.764, 2.284, -0.744], [0.417, -6.284, 3.912], [0.194, -0.229, -0.022], [-0.295, 0.049, -0.208], [-0.070, 0.182, -0.278], [0.005, 0.331, -0.572], [-0.533, 0.294, -0.894], [1.709, -0.983, -0.067], [1.393, 0.278, 2.374], [-3.348, 0.787, -2.081], [0.078, 0.448, 0.316], [0.335, -0.427, -0.185], [0.580, 0.075, 0.138], [-0.008, -0.345, -0.069], [-0.066, 1.081, -0.890], [2.074, -0.496, 0.371], [1.102, -1.276, 0.163], [-1.973, 0.186, 0.390], [-0.034, 0.343, 0.207], [-1.091, 0.357, -0.099], [-0.155, -0.024, -0.429], [-0.652, 0.063, 0.087], [-0.267, -0.345, 0.422], [0.103, 0.380, 0.479], [0.282, 0.599, -0.492], [0.490, -0.572, -0.137], [0.173, -0.120, 0.034], [-0.088, -0.338, -0.097], [0.086, 0.037, -0.171], [0.451, -0.641, 0.397], [-0.285, 0.373, 0.397]], "lowdin_spin": [3.055, -0.037, 0.000, -0.001, 0.000, -0.001, 0.000, 0.000, -0.001, 0.000, 0.000, -0.001, 0.000, 0.000, 0.000, 0.000, 0.000, 0.000, 0.000, -0.001, 0.000, 0.000, 0.000, 0.000, 0.000, 0.000, -0.001, -0.001, -0.002, -0.002, 0.000, -0.006, 0.000, 0.000, 0.000, 0.000, -0.002, 0.000, 0.000, 0.000, 0.000, 0.000, 0.001]}

***

Record 2
{"formula": "C2H10NOS2", "method": "ωB97M-V/def2-TZVPD", "relative_energy_ev": 0.891, "orbital_gap_ev": 8.752, "multiplicity": 1, "lumo_ev": -3.48, "energy_ev": -27437.401, "charge": 1, "symbols": ["N", "C", "C", "S", "S", "H", "H", "H", "H", "H", "H", "H", "H", "H", "H", "O"], "coordinates": [[1.055, -1.112, -0.550], [-0.143, -1.215, 0.384], [-0.627, 0.238, 0.660], [-1.682, 0.670, 1.993], [-3.556, 0.892, 0.949], [1.242, -0.108, -0.712], [1.913, -1.519, -0.182], [0.873, -1.355, -1.522], [-0.881, -1.805, -0.152], [0.161, -1.729, 1.290], [-0.911, 0.602, -0.334], [0.301, 0.818, 0.802], [-4.118, -0.003, 1.791], [2.083, 2.211, -2.159], [2.331, 1.917, -0.733], [1.959, 1.496, -1.524]], "forces_ev_per_angstrom": [[-0.165, 1.350, -0.056], [-0.528, 0.190, 0.172], [2.052, -0.292, -1.713], [-1.487, 0.259, -0.378], [0.981, -0.509, 1.168], [0.357, 0.153, 0.246], [-0.119, -0.283, -0.273], [-0.014, -0.972, 0.093], [-0.149, -0.058, 0.234], [0.096, -0.075, -0.036], [-0.717, 0.263, 0.345], [-0.136, -0.088, 0.442], [-0.174, 0.132, -0.440], [-0.237, -0.237, -0.472], [-0.033, -0.220, 0.013], [0.272, 0.387, 0.654]], "nbo_charge": [-0.703, -0.223, -0.609, 0.176, -0.101, 0.466, 0.449, 0.448, 0.232, 0.234, 0.242, 0.213, 0.156, 0.509, 0.486, -0.975]}

***

Record 3
{"formula": "C46H40GeIrN4O3PSSe", "method": "ωB97M-V/def2-TZVPD", "relative_energy_ev": 1.940, "orbital_gap_ev": [6.206, 5.039], "multiplicity": 2, "lumo_ev": [-3.79, -4.96], "energy_ev": -205271.085, "charge": 1, "s2": 0.76, "symbols": ["Ir", "O", "N", "C", "C", "C", "C", "C", "C", "C", "P", "C", "C", "C", "C", "C", "C", "C", "C", "C", "C", "C", "C", "H", "H", "H", "H", "H", "H", "H", "H", "H", "H", "H", "H", "H", "H", "H", "H", "C", "Ge", "C", "C", "C", "C", "C", "C", "C", "C", "C", "C", "C", "C", "C", "C", "C", "C", "H", "H", "H", "H", "H", "H", "H", "H", "H", "H", "H", "H", "H", "H", "H", "S", "C", "N", "C", "C", "C", "C", "H", "H", "H", "H", "H", "O", "N", "O", "Se", "C", "C", "C", "N", "C", "C", "H", "H", "H", "H"], "coordinates": [[0.090, -0.867, -0.125], [-1.410, -1.338, 2.308], [-0.089, -1.145, 1.852], [0.726, -1.229, 2.829], [2.184, -1.233, 2.767], [2.811, -1.253, 4.016], [4.188, -1.278, 4.131], [4.968, -1.293, 2.985], [4.360, -1.270, 1.741], [2.973, -1.235, 1.610], [2.336, -1.145, -0.090], [2.843, -2.662, -0.901], [3.196, -3.791, -0.166], [3.563, -4.953, -0.825], [3.568, -4.991, -2.212], [3.198, -3.871, -2.947], [2.832, -2.705, -2.298], [3.317, 0.152, -0.873], [4.532, -0.145, -1.493], [5.325, 0.879, -1.983], [4.915, 2.200, -1.860], [3.707, 2.498, -1.247], [2.911, 1.474, -0.758], [-1.966, -0.843, 1.675], [0.276, -1.319, 3.812], [2.198, -1.248, 4.908], [4.649, -1.288, 5.109], [6.047, -1.319, 3.058], [4.977, -1.272, 0.851], [3.183, -3.764, 0.916], [3.842, -5.830, -0.256], [3.860, -5.898, -2.724], [3.191, -3.908, -4.028], [2.527, -1.835, -2.865], [4.858, -1.172, -1.604], [6.265, 0.645, -2.464], [5.538, 2.996, -2.246], [3.377, 3.524, -1.152], [1.976, 1.703, -0.278], [-2.562, 1.708, 1.127], [-0.873, 1.530, 0.113], [-1.193, 2.208, -1.695], [-2.485, 2.294, -2.213], [-2.708, 2.753, -3.505], [-1.636, 3.125, -4.301], [-0.344, 3.043, -3.800], [-0.126, 2.584, -2.510], [0.301, 2.741, 1.159], [1.292, 2.207, 1.941], [2.083, 2.992, 2.809], [1.842, 4.328, 2.916], [0.817, 4.937, 2.151], [0.547, 6.323, 2.273], [-0.423, 6.916, 1.521], [-1.163, 6.149, 0.596], [-0.931, 4.810, 0.464], [0.054, 4.151, 1.248], [-2.600, 2.740, 1.475], [-2.601, 1.070, 2.012], [-3.441, 1.508, 0.515], [-3.336, 2.006, -1.606], [-3.718, 2.818, -3.889], [-1.807, 3.477, -5.310], [0.498, 3.328, -4.418], [0.886, 2.515, -2.145], [1.494, 1.146, 1.884], [2.874, 2.526, 3.383], [2.431, 4.946, 3.583], [1.127, 6.903, 2.981], [-0.625, 7.974, 1.626], [-1.912, 6.629, -0.020], [-1.492, 4.243, -0.267], [-0.035, -3.382, -0.536], [-1.648, -3.930, -0.314], [-2.301, -3.773, 0.861], [-3.557, -4.210, 1.100], [-4.244, -4.878, 0.132], [-3.611, -5.085, -1.104], [-2.339, -4.619, -1.326], [-1.836, -3.211, 1.568], [-3.957, -3.998, 2.080], [-5.247, -5.228, 0.320], [-4.136, -5.606, -1.895], [-1.847, -4.740, -2.279], [-1.292, -1.439, -2.922], [-0.221, -0.943, -3.157], [0.496, -0.580, -2.124], [-3.111, -1.017, -0.682], [-4.948, -1.133, -0.215], [-5.374, -1.082, 1.110], [-6.738, -1.137, 1.360], [-7.656, -1.259, 0.405], [-7.233, -1.318, -0.856], [-5.896, -1.253, -1.225], [-4.671, -0.993, 1.926], [-7.108, -1.084, 2.378], [-8.001, -1.412, -1.615], [-5.602, -1.290, -2.265]], "forces_ev_per_angstrom": [[-0.603, -0.913, -0.231], [0.151, 0.040, 0.110], [-0.384, 0.150, 0.277], [0.012, -0.111, -0.017], [-0.067, 0.026, 0.018], [-0.022, 0.002, 0.058], [0.007, -0.003, -0.005], [-0.026, -0.004, 0.002], [0.008, 0.014, 0.008], [0.006, 0.018, -0.085], [-0.744, 0.762, 0.105], [0.076, -0.084, -0.011], [0.024, 0.051, -0.034], [-0.005, -0.028, -0.011], [0.000, -0.001, 0.001], [-0.005, -0.001, 0.025], [-0.034, -0.081, 0.011], [0.036, -0.041, -0.018], [0.004, -0.031, -0.015], [0.018, -0.002, -0.007], [0.002, 0.011, 0.000], [-0.021, -0.013, -0.014], [0.069, 0.032, -0.080], [0.035, -0.039, -0.116], [0.021, -0.078, -0.003], [0.013, -0.001, 0.006], [-0.001, -0.001, 0.003], [0.005, 0.001, -0.012], [0.013, 0.010, 0.017], [0.007, -0.018, -0.004], [0.008, 0.003, 0.003], [-0.009, -0.005, -0.001], [0.004, 0.006, -0.004], [0.005, 0.010, -0.010], [0.012, 0.027, 0.003], [-0.004, -0.006, -0.008], [0.001, 0.003, 0.002], [0.001, -0.004, 0.009], [-0.049, 0.030, -0.048], [-0.049, -0.245, 0.021], [1.261, 0.161, -0.044], [-0.109, -0.108, 0.021], [0.031, -0.019, 0.015], [-0.036, -0.020, 0.010], [0.008, 0.023, -0.012], [0.019, -0.025, 0.033], [-0.146, 0.034, -0.090], [-0.149, 0.094, -0.010], [-0.059, 0.045, 0.113], [-0.011, -0.076, -0.035], [-0.018, 0.035, 0.007], [-0.001, 0.001, -0.022], [0.020, -0.024, -0.002], [-0.018, 0.002, -0.010], [0.023, 0.031, 0.011], [0.013, -0.048, 0.028], [0.034, 0.004, -0.010], [-0.012, 0.026, -0.036], [0.009, 0.046, 0.023], [-0.037, 0.040, 0.062], [-0.018, 0.041, -0.025], [-0.003, -0.010, 0.000], [0.005, 0.006, 0.000], [-0.007, 0.002, -0.003], [0.161, -0.012, 0.056], [0.018, -0.030, -0.019], [-0.015, -0.002, 0.015], [-0.006, 0.000, 0.008], [0.010, 0.004, -0.009], [0.005, 0.004, -0.012], [-0.015, -0.008, 0.007], [-0.023, 0.013, 0.010], [0.214, -0.083, -0.005], [0.072, 0.105, -0.100], [-0.031, 0.000, 0.002], [-0.030, -0.045, 0.035], [-0.024, -0.027, -0.007], [0.036, 0.002, -0.003], [-0.043, -0.005, 0.003], [0.037, -0.018, 0.059], [0.006, 0.022, -0.003], [0.000, -0.002, 0.016], [-0.007, 0.010, -0.004], [0.008, 0.003, 0.007], [0.385, 0.197, 0.262], [-0.132, -0.189, 0.035], [-0.077, 0.205, -0.095], [-0.186, 0.085, -0.715], [0.453, 0.022, 0.546], [-0.194, -0.032, -0.019], [0.027, -0.024, 0.067], [0.079, -0.007, -0.059], [-0.069, 0.008, 0.019], [0.025, 0.002, -0.064], [0.010, 0.046, 0.011], [-0.010, 0.000, 0.000], [-0.001, -0.008, -0.005], [0.003, 0.014, -0.003]], "lowdin_spin": [0.003, -0.002, 0.000, 0.000, 0.000, 0.000, 0.000, 0.000, 0.000, 0.000, -0.002, 0.000, 0.000, 0.000, 0.000, 0.000, 0.000, 0.000, 0.000, 0.000, 0.000, 0.000, 0.000, -0.001, 0.000, 0.000, 0.000, 0.000, 0.000, 0.000, 0.000, 0.000, 0.000, 0.000, 0.000, 0.000, 0.000, 0.000, 0.000, 0.025, 0.010, 0.004, 0.008, 0.001, 0.001, 0.002, 0.000, 0.002, 0.000, 0.000, 0.000, 0.000, 0.000, 0.000, 0.000, 0.000, 0.000, 0.002, 0.000, 0.010, 0.004, 0.000, 0.000, 0.000, 0.000, 0.000, 0.000, 0.000, 0.000, 0.000, 0.000, 0.000, 0.006, 0.024, 0.018, 0.003, 0.001, 0.001, 0.012, 0.001, 0.000, 0.000, 0.000, 0.000, 0.005, 0.001, 0.000, 0.673, 0.049, 0.049, -0.010, 0.058, -0.009, 0.054, 0.001, -0.002, -0.002, 0.001]}

***

Record 4
{"formula": "C3H5I", "method": "ωB97M-V/def2-TZVPD", "relative_energy_ev": 1.797, "orbital_gap_ev": 9.994, "multiplicity": 1, "lumo_ev": 0.32, "smiles": "C#CI.C", "energy_ev": -11290.232, "symbols": ["C", "C", "C", "I", "H", "H", "H", "H", "H"], "coordinates": [[2.213, -2.583, 0.076], [2.770, -1.530, 0.205], [-0.593, 0.919, 0.058], [3.691, 0.264, 0.241], [-0.123, 0.898, -0.917], [1.756, -3.520, -0.004], [0.173, 0.961, 0.824], [-1.222, 1.794, 0.144], [-1.190, 0.028, 0.198]], "forces_ev_per_angstrom": [[0.367, 0.568, 0.175], [0.281, 0.664, -0.171], [0.081, 0.026, 0.122], [-0.291, -0.567, 0.057], [0.075, -0.015, -0.187], [-0.370, -0.653, -0.062], [0.122, -0.024, 0.090], [-0.152, 0.179, -0.025], [-0.113, -0.177, 0.001]], "nbo_charge": [-0.250, -0.275, -0.847, 0.289, 0.212, 0.238, 0.212, 0.210, 0.212]}